{"formula": "C19H22ClN3O3", "method": "wB97M-V/def2-TZVPD", "lumo_ev": 0.66, "energy_ha": -1587.44637, "multiplicity": 1, "total_charge": 0, "relative_energy_ev": 0.000, "smiles": "CCOc1ncccc1C(=O)N(CC)CC(=O)NCc1ccc(Cl)cc1", "species": ["C", "C", "O", "C", "N", "C", "C", "C", "C", "C", "O", "N", "C", "C", "C", "C", "O", "N", "C", "C", "C", "C", "C", "Cl", "C", "C", "H", "H", "H", "H", "H", "H", "H", "H", "H", "H", "H", "H", "H", "H", "H", "H", "H", "H", "H", "H", "H", "H"], "positions_angstrom": [[-0.5527, 4.4448, -0.4349], [0.2516, 3.3554, 0.2612], [0.5103, 2.2450, -0.5916], [1.5076, 2.3723, -1.4814], [2.1708, 3.5091, -1.5724], [3.1601, 3.5996, -2.4506], [3.5353, 2.5638, -3.2818], [2.8385, 1.3630, -3.1894], [1.7967, 1.2537, -2.2894], [1.0549, -0.0173, -2.0269], [1.4194, -0.7695, -1.1322], [-0.0184, -0.2762, -2.7982], [-0.5612, 0.6613, -3.7586], [-1.7169, 1.4732, -3.1790], [-0.8000, -1.4679, -2.5176], [-1.8386, -1.2277, -1.4094], [-3.0356, -1.2949, -1.6056], [-1.2721, -0.9188, -0.2359], [-2.0320, -0.5748, 0.9468], [-1.5083, -1.3194, 2.1448], [-2.2707, -2.2872, 2.7832], [-1.7709, -2.9760, 3.8746], [-0.4911, -2.6968, 4.3245], [0.1405, -3.5517, 5.6882], [0.2897, -1.7400, 3.6952], [-0.2243, -1.0559, 2.6098], [-1.4952, 4.0466, -0.8041], [0.0163, 4.8466, -1.2690], [-0.7609, 5.2456, 0.2686], [-0.3101, 2.9340, 1.0989], [1.2021, 3.7619, 0.6196], [3.6639, 4.5564, -2.4717], [4.3496, 2.6798, -3.9781], [3.1037, 0.5194, -3.8101], [-0.9036, 0.0953, -4.6305], [0.2391, 1.3323, -4.0785], [-1.3902, 1.9888, -2.2797], [-2.0523, 2.2080, -3.9061], [-2.5526, 0.8268, -2.9255], [-0.1137, -2.2554, -2.1931], [-1.3186, -1.7783, -3.4258], [-0.2606, -0.9182, -0.1639], [-3.0757, -0.8268, 0.7451], [-1.9565, 0.5074, 1.1209], [-3.2657, -2.5063, 2.4259], [-2.3667, -3.7257, 4.3709], [1.2865, -1.5351, 4.0526], [0.3825, -0.3103, 2.1167]]}